(1)
This record from the OMol25 dataset describes a 5-piece molecular cluster, C47H88Br2ClN6O8PS overall in a non-equilibrium geometry. The level of theory is ωB97M-V with the def2-TZVPD basis set.

```
154
Properties=species:S:1:pos:R:3
C -3.9130 1.1239 0.5196
C -4.3969 0.9299 -0.9298
P -3.6349 -0.5275 -1.7534
C -4.8877 -1.1819 -2.9105
C -5.4451 -0.2322 -3.9671
C -1.9735 -0.2147 -2.5938
Br -2.0614 -1.2152 -4.3147
C -1.4169 1.2330 -2.9566
S -1.7639 1.8889 -4.6436
C -1.7881 2.3593 -1.9870
O -0.8874 3.4424 -2.2057
N -1.6104 4.6478 -2.3745
O -0.9382 5.4667 -2.8456
N 0.0502 1.0097 -2.9690
C 0.3540 -0.3194 -2.7509
O 1.3125 -0.9151 -3.1783
C -0.7667 -0.8782 -1.8485
Br -0.3802 -0.0115 -0.1339
C -0.6958 -2.3910 -1.7216
C -1.2657 -3.0494 -0.4962
O -1.9459 -2.6210 0.3666
Cl -0.7905 -4.7811 -0.4618
H -3.1583 1.9048 0.6040
H -4.7523 1.4314 1.1452
H -3.4930 0.2025 0.9232
H -5.4577 0.6617 -0.8862
H -4.3585 1.8652 -1.4850
H -4.5116 -2.0973 -3.3653
H -5.6979 -1.5068 -2.2491
H -6.2557 -0.7389 -4.5044
H -5.8853 0.6694 -3.5382
H -4.7146 0.0350 -4.7321
H -3.0002 2.3558 -4.4245
H -1.7298 2.0686 -0.9449
H -2.7971 2.7026 -2.2116
H 0.5185 1.3280 -3.8107
H 0.3642 -2.6652 -1.7482
H -1.1430 -2.8777 -2.5867
C 4.1669 -0.2374 -0.7417
C 4.2090 1.2807 -0.4524
C 5.3727 1.9382 -1.2000
C 6.7441 1.6293 -0.6003
C 6.7653 1.9474 0.8934
C 5.6440 1.2626 1.6699
N 4.3273 1.5445 1.0183
O 3.9039 2.7266 1.3217
C 5.9227 -0.2463 1.7644
C 5.6194 1.7708 3.1061
C 2.8934 1.8591 -0.9546
H 3.8091 -0.7936 0.1246
H 3.4815 -0.4475 -1.5621
H 5.1362 -0.6426 -1.0298
H 5.2266 3.0232 -1.1962
H 5.3352 1.6210 -2.2448
H 7.0146 0.5842 -0.7731
H 7.5045 2.2252 -1.1092
H 7.7221 1.6500 1.3315
H 6.6845 3.0317 1.0257
H 5.0865 -0.7637 2.2370
H 6.8099 -0.4047 2.3782
H 6.1178 -0.7188 0.8061
H 5.5223 2.8534 3.1561
H 6.5548 1.4892 3.5922
H 4.7934 1.3264 3.6632
H 2.0481 1.4324 -0.4136
H 2.7810 1.6181 -2.0117
H 2.8533 2.9420 -0.8574
C -9.9392 3.3346 -3.7893
C -8.4963 3.6543 -3.3333
C -8.4510 4.9995 -2.6048
C -8.5981 6.2080 -3.5271
C -7.5917 6.1436 -4.6736
C -7.6534 4.8278 -5.4499
N -7.5566 3.6694 -4.5016
O -6.3332 3.4966 -4.1248
C -8.9412 4.7680 -6.2867
C -6.5009 4.7542 -6.4440
C -8.0974 2.5448 -2.3682
H -9.9440 2.7799 -4.7266
H -10.4390 2.7118 -3.0490
H -10.5520 4.2255 -3.9171
H -7.4988 5.0793 -2.0706
H -9.2367 5.0083 -1.8459
H -9.6176 6.2746 -3.9161
H -8.4353 7.1207 -2.9515
H -7.7579 6.9679 -5.3702
H -6.5831 6.2737 -4.2692
H -9.0411 3.7967 -6.7726
H -8.8952 5.5296 -7.0650
H -9.8462 4.9591 -5.7177
H -5.5346 4.8811 -5.9619
H -6.6178 5.5494 -7.1800
H -6.4999 3.7984 -6.9696
H -8.0988 1.5653 -2.8496
H -8.8140 2.5196 -1.5473
H -7.1143 2.7067 -1.9278
C 12.7937 2.6886 3.7360
C 11.3369 2.4292 3.2885
C 10.5023 3.7076 3.4006
C 10.1527 4.0945 4.8362
C 9.5065 2.9219 5.5713
C 10.3463 1.6451 5.5176
N 10.7131 1.3338 4.0994
O 9.7173 0.8033 3.4727
C 11.5932 1.7977 6.4026
C 9.5567 0.4765 6.0941
C 11.3958 1.9939 1.8290
H 13.2227 1.8086 4.2136
H 13.4178 2.9182 2.8736
H 12.8845 3.5283 4.4236
H 9.5713 3.5715 2.8404
H 11.0456 4.5193 2.9115
H 11.0413 4.4405 5.3712
H 9.4613 4.9388 4.8225
H 9.3314 3.1808 6.6177
H 8.5248 2.7242 5.1291
H 12.2472 0.9309 6.3008
H 11.2834 1.8643 7.4455
H 12.1753 2.6906 6.1930
H 8.6020 0.3393 5.5917
H 9.3589 0.6691 7.1486
H 10.1223 -0.4527 6.0152
H 11.9552 1.0639 1.7185
H 11.9016 2.7702 1.2548
H 10.4058 1.8533 1.4010
C -2.7727 -7.1418 2.4521
C -4.0612 -7.2233 1.6002
C -5.2668 -6.7334 2.4052
C -5.7327 -7.7157 3.4792
C -5.9643 -9.1040 2.8838
C -4.7518 -9.6354 2.1180
N -4.2977 -8.6208 1.1166
O -5.0514 -8.6350 0.0680
C -3.6292 -10.0003 3.1022
C -5.1139 -10.9246 1.3917
C -3.8433 -6.3096 0.4023
H -2.0820 -7.9461 2.2012
H -2.2530 -6.2045 2.2582
H -2.9667 -7.1805 3.5234
H -6.0983 -6.5491 1.7173
H -5.0143 -5.7710 2.8557
H -5.0089 -7.7658 4.2970
H -6.6619 -7.3512 3.9213
H -6.2198 -9.8161 3.6718
H -6.8244 -9.0621 2.2083
H -2.7256 -10.2916 2.5654
H -3.9485 -10.8483 3.7082
H -3.3726 -9.2023 3.7929
H -5.9673 -10.7959 0.7303
H -5.3681 -11.6868 2.1285
H -4.2728 -11.2869 0.7994
H -3.0096 -6.6554 -0.2072
H -3.6094 -5.3071 0.7602
H -4.7256 -6.2389 -0.2308
```

total energy	-9121.52887	a.u.
2S+1	5


(2)
This record from the OMol25 dataset describes C4H8O2 as an isolated structure. The level of theory is ωB97M-V with the def2-TZVPD basis set.

```
14
Properties=species:S:1:pos:R:3
C -1.1929 0.4756 -1.0450
C 0.0905 0.6106 0.4895
O 0.1594 1.8948 0.7012
C 0.1127 -0.5431 1.4490
C 1.1435 -0.4577 0.3339
O 1.0369 -1.4821 -0.6029
H -2.2421 0.4811 -0.7373
H -0.8723 -0.5243 -1.3353
H -1.0848 1.1121 -1.9453
H -0.5862 1.4493 -0.3246
H 0.4311 -0.3465 2.4761
H -0.6054 -1.3461 1.3236
H 2.1631 -0.1545 0.5948
H 1.4351 -1.1661 -1.4244
```

total energy	-307.48762	a.u.
ΔE to the lowest compared entry with this formula, charge and spin	141.1	kcal/mol


(3)
This record from the OMol25 dataset describes one molecule with the formula C19H28N2OS2 in a non-equilibrium geometry. The level of theory is ωB97M-V with the def2-TZVPD basis set.

```
52
Properties=species:S:1:pos:R:3
C -6.2225 -4.0867 -0.4226
C -5.9499 -2.7125 0.1776
C -5.5931 -1.6909 -0.8996
C -5.4391 -0.2664 -0.3634
C -4.3146 -0.0812 0.6571
C -2.9182 -0.4623 0.1643
C -2.4597 0.2626 -1.1019
C -2.4997 1.7789 -1.0203
H -3.5070 2.1476 -0.8349
H -2.1222 2.2198 -1.9429
S -1.4592 2.5813 0.2945
O -2.0271 2.2276 1.6091
C -0.0053 1.5513 0.1170
C 0.5495 0.7440 1.0706
N -0.0698 0.3687 2.2334
H 0.5375 0.1050 2.9923
H -0.8553 0.9609 2.4843
C 1.8224 0.2273 0.6446
C 2.7097 -0.6428 1.2707
C 3.8895 -0.9877 0.6332
C 4.1514 -0.4426 -0.6357
N 3.3140 0.3819 -1.2454
C 2.1980 0.7021 -0.6275
S 1.0018 1.7642 -1.3077
C 5.4211 -0.7377 -1.3779
C 6.1277 -1.9800 -0.8491
C 6.2345 -1.8956 0.6689
C 4.8395 -1.9554 1.2816
H 4.8859 -1.7574 2.3555
H 4.4355 -2.9661 1.1566
H 6.8407 -2.7160 1.0574
H 6.7195 -0.9571 0.9461
H 7.1189 -2.0583 -1.2987
H 5.5620 -2.8732 -1.1235
H 5.1891 -0.8317 -2.4397
H 6.0775 0.1318 -1.2714
H 2.4802 -1.0534 2.2449
H -1.4389 -0.0544 -1.3309
H -3.0869 -0.0391 -1.9452
H -2.8780 -1.5360 -0.0307
H -2.2128 -0.2556 0.9689
H -4.3016 0.9607 0.9822
H -4.5333 -0.6807 1.5427
H -6.3785 0.0309 0.1105
H -5.2796 0.4058 -1.2098
H -4.6737 -2.0016 -1.3995
H -6.3858 -1.6877 -1.6530
H -5.1317 -2.7943 0.8947
H -6.8353 -2.3707 0.7188
H -5.3471 -4.4495 -0.9577
H -7.0545 -4.0409 -1.1223
H -6.4693 -4.8041 0.3568
```

total energy	-1721.93242	a.u.
ΔE to the lowest compared entry with this formula, charge and spin	1.3	kcal/mol


(4)
This record from the OMol25 dataset describes one molecule with the formula C5H5N3 in a non-equilibrium geometry. The level of theory is ωB97M-V with the def2-TZVPD basis set.

```
13
Properties=species:S:1:pos:R:3
C -0.2708 0.9188 -1.0877
C 0.7733 1.1161 -0.2356
C 0.9609 0.2203 0.7449
C 0.3750 -1.0510 1.0334
C -0.9296 -1.5657 0.7585
H -1.0902 1.0783 -2.5155
H 1.2832 2.0766 -0.2888
H 1.9284 0.1438 1.1713
H 1.2050 -1.6658 1.6088
H -0.9824 -2.7356 1.0543
N -0.2050 1.4760 -2.2819
N -1.6630 -0.6015 0.2209
N -1.3849 0.5896 -0.1826
```

total energy	-357.57265	a.u.
SMILES string	[H]/N=c1/ccccnn1
ΔE to the lowest compared entry with this formula, charge and spin	125.5	kcal/mol